1.
Molecular formula: C15H21BF7O8S
Method: DFT, the ωB97M-V functional and the def2-TZVPD basis

As for the molar mass: 505.19 g mol⁻¹. As for the largest force on an atom: 2.21 eV/A. As for the LUMO energy: 0.09169 Eh. Its HOMO energy is -5.356 eV. The calculated total energy comes out at -62812.7328 eV.

ORCA input file:
```
! RIJCOSX wB97M-V def2-TZVPD def2/J DEFGRID3
* xyz -1 1
C 0.691 -1.384 0.256
C 1.541 -0.223 -0.237
C 0.725 0.917 -0.803
C 1.391 2.330 -0.923
O 0.643 3.235 -0.168
B -0.653 2.560 -0.136
S -1.773 3.095 1.356
O -1.583 2.325 2.565
O -1.689 4.536 1.538
C -3.589 2.839 0.907
F -4.038 3.910 0.206
F -4.278 2.798 2.082
C -3.909 1.545 0.114
F -3.875 1.835 -1.206
F -3.052 0.560 0.397
C -5.343 1.009 0.389
F -5.407 0.380 1.578
F -6.261 1.982 0.337
F -5.655 0.098 -0.564
O -0.290 1.186 0.170
H -0.099 -1.064 0.919
H 1.351 -2.028 0.824
H 0.296 -1.998 -0.551
H 2.171 0.133 0.563
H 2.166 -0.608 -1.044
H 0.165 0.639 -1.697
H 1.259 2.602 -1.982
H 2.465 2.385 -0.761
H -1.263 2.675 -1.195
O 0.151 -1.720 -3.930
C -0.886 -2.293 -3.810
O -2.091 -1.696 -3.968
C -3.148 -2.609 -3.639
C -2.542 -3.999 -3.802
C -1.084 -3.748 -3.421
H -3.467 -2.412 -2.614
H -3.986 -2.429 -4.309
H -3.039 -4.756 -3.198
H -2.602 -4.309 -4.847
H -0.920 -3.840 -2.347
H -0.386 -4.384 -3.958
O 3.242 -1.332 2.218
C 4.053 -0.725 2.843
O 3.933 -0.488 4.175
C 4.993 0.367 4.626
C 6.108 0.201 3.600
C 5.316 -0.066 2.321
H 4.615 1.391 4.666
H 5.287 0.061 5.627
H 6.770 1.063 3.545
H 6.713 -0.673 3.848
H 5.034 0.857 1.812
H 5.830 -0.725 1.628
*
```

2.
Molecular formula: C15H21BeF2KN3O5
Method: DFT, the ωB97M-V functional and the def2-TZVPD basis

As for the molar mass: 409.45 g mol⁻¹. As for the largest force on an atom: 2.71 eV/A. As for the LUMO energy: -0.29894 Eh. Its HOMO energy is -10.422 eV. The calculated total energy comes out at -52743.3575 eV.

ORCA input file:
```
! RIJCOSX wB97M-V def2-TZVPD def2/J DEFGRID3
* xyz 1 1
C -2.182 -4.487 -2.544
C -1.574 -3.763 -1.808
C -0.812 -2.825 -0.959
C -0.826 -3.385 0.470
C 0.213 -4.080 1.023
C 1.580 -4.388 0.402
C 2.349 -3.062 0.291
N 3.007 -2.697 1.563
C 0.000 -4.637 2.436
O 0.483 -5.688 2.716
C -0.850 -3.819 3.364
C -1.849 -3.134 2.840
C -2.064 -3.202 1.346
O -3.160 -3.094 0.890
H -2.504 -5.018 -3.407
H -1.283 -1.833 -1.079
H 0.184 -2.779 -1.391
H 1.527 -4.970 -0.522
H 2.150 -4.992 1.111
H 3.109 -3.088 -0.548
H 1.655 -2.186 0.057
H 2.298 -2.193 2.093
H 3.657 -1.951 1.318
H -0.690 -3.819 4.436
H -2.512 -2.547 3.462
Be -0.077 -1.189 0.541
C -0.794 3.262 -0.902
C 0.040 2.326 -0.209
N 0.729 1.583 0.344
H -0.195 4.155 -1.193
H -1.198 2.802 -1.801
H -1.613 3.574 -0.258
C -3.725 1.139 1.021
O -3.390 1.984 -0.074
H -3.057 1.374 1.848
H -4.756 1.309 1.335
H -3.598 0.085 0.742
H -3.987 1.768 -0.797
F 0.409 -0.836 -2.002
F 0.781 5.544 -2.090
K 2.033 -2.189 -2.318
C 2.719 8.900 -1.091
N 3.186 8.461 -2.433
O 2.343 8.204 -3.258
O 4.388 8.391 -2.599
H 1.635 8.912 -1.090
H 3.100 8.188 -0.365
H 3.121 9.893 -0.914
*
```

3.
Molecular formula: C15H21BrN2O2
Method: DFT, the ωB97M-V functional and the def2-TZVPD basis

As for the molar mass: 341.25 g mol⁻¹. As for the structure (SMILES): C[C@H](Oc1cccc(Br)c1)C(=O)N1CCCN(C)CC1. As for the largest force on an atom: 0.64 eV/A. As for the LUMO energy: 0.02561 Eh. Its energy above the lowest of the compared OMol25 structures with the same formula, charge and spin is 0.0 kcal/mol. Its HOMO energy is -8.323 eV. The calculated total energy comes out at -93013.3850 eV.

ORCA input file:
```
! RIJCOSX wB97M-V def2-TZVPD def2/J DEFGRID3
* xyz 0 1
C -0.068 3.422 1.038
H 0.059 3.241 2.102
H -1.056 3.840 0.862
H 0.691 4.130 0.717
C 0.103 2.108 0.281
O -0.886 1.164 0.663
C -2.131 1.224 0.130
C -3.011 0.237 0.583
C -4.297 0.192 0.089
C -4.750 1.102 -0.852
C -3.873 2.075 -1.293
C -2.575 2.145 -0.814
H -1.928 2.925 -1.182
H -4.205 2.797 -2.023
H -5.760 1.051 -1.226
Br -5.476 -1.167 0.714
H -2.666 -0.475 1.315
H 0.062 2.289 -0.805
C 1.491 1.510 0.594
O 2.259 2.102 1.330
N 1.835 0.361 -0.025
C 0.982 -0.423 -0.885
H 0.256 0.223 -1.382
H 1.601 -0.877 -1.662
C 0.224 -1.522 -0.102
N 0.995 -2.683 0.258
C 1.178 -3.639 -0.810
H 1.721 -4.499 -0.421
H 1.721 -3.256 -1.686
H 0.196 -3.975 -1.144
C 2.187 -2.385 1.022
H 2.570 -3.338 1.399
C 3.312 -1.661 0.260
C 3.178 -0.140 0.246
H 3.461 0.266 1.221
H 3.868 0.279 -0.499
H 4.266 -1.890 0.736
H 3.364 -2.053 -0.757
H 1.886 -1.780 1.882
H -0.631 -1.853 -0.696
H -0.152 -1.070 0.820
*
```

4.
Molecular formula: C15H21ClFN3O3S
Method: DFT, the ωB97M-V functional and the def2-TZVPD basis

As for the molar mass: 377.87 g mol⁻¹. As for the structure (SMILES): CCN1CCN(C(=O)CN(c2ccc(F)c(Cl)c2)S(C)(=O)=O)CC1. As for the largest force on an atom: 1.31 eV/A. As for the LUMO energy: 0.01818 Eh. Its HOMO energy is -8.598 eV. The calculated total energy comes out at -52583.4320 eV.

ORCA input file:
```
! RIJCOSX wB97M-V def2-TZVPD def2/J DEFGRID3
* xyz 0 1
C -4.807 -3.434 0.267
H -5.879 -3.406 0.439
H -4.635 -3.587 -0.795
H -4.382 -4.275 0.809
C -4.175 -2.131 0.746
N -4.811 -0.990 0.107
C -4.771 0.227 0.882
H -5.215 0.044 1.862
C -3.334 0.762 1.063
N -2.604 0.574 -0.174
C -1.268 0.611 -0.281
O -0.685 0.470 -1.346
C -0.483 0.842 1.011
N 0.864 1.270 0.726
C 1.886 0.362 0.484
C 1.643 -0.993 0.258
C 2.696 -1.871 0.058
C 4.000 -1.397 0.071
C 4.253 -0.053 0.286
C 3.207 0.821 0.497
H 3.395 1.864 0.689
H 5.275 0.290 0.297
F 5.032 -2.240 -0.126
Cl 2.376 -3.543 -0.217
H 0.640 -1.378 0.206
S 0.947 2.801 -0.003
O 1.981 3.554 0.641
O -0.382 3.333 0.055
C 1.431 2.520 -1.718
H 2.462 2.198 -1.735
H 0.766 1.765 -2.120
H 1.309 3.466 -2.230
H -0.947 1.652 1.575
H -0.455 -0.059 1.629
C -3.422 0.467 -1.366
H -3.992 1.394 -1.483
C -4.366 -0.745 -1.259
H -3.863 -1.637 -1.631
H -5.245 -0.565 -1.888
H -2.750 0.361 -2.219
H -3.355 1.823 1.340
H -2.842 0.202 1.863
H -5.389 0.966 0.368
H -4.337 -2.043 1.823
H -3.088 -2.161 0.567
*
```

Question: Among the records above, which one has the highest HOMO?
Answer: C15H21BF7O8S